Arrangement i

14
Properties=species:S:1:pos:R:3 method="wB97M-V/def2-TZVPD" smiles="[H]/N=C/NC(=O)NC" orbital_gap_ev=10.40 homo_energy_ev=-9.61 lumo_ev=0.785
H -4.085 -0.498 -0.513
N -3.345 -0.352 0.169
C -2.241 -0.157 -0.427
N -1.089 0.066 0.305
C 0.167 0.121 -0.292
O 0.312 0.068 -1.502
N 1.198 0.248 0.596
C 2.573 0.123 0.163
H -2.057 -0.142 -1.503
H -1.201 0.038 1.309
H 1.003 0.208 1.584
H 2.574 0.143 -0.927
H 3.014 -0.822 0.501
H 3.179 0.955 0.537


Arrangement ii

14
Properties=species:S:1:pos:R:3 method="wB97M-V/def2-TZVPD" orbital_gap_ev=9.67 homo_energy_ev=-8.63 lumo_ev=1.033
C 1.817 0.984 -0.548
N 1.727 -0.435 -0.814
C 1.113 -1.293 -0.226
N 0.494 -2.274 0.229
C -1.301 0.170 0.243
O -1.921 -0.936 0.639
N -2.188 1.164 0.184
H 2.550 1.180 0.242
H 0.832 1.343 -0.231
H 2.140 1.500 -1.454
H -1.234 -1.640 0.612
H 1.025 -2.872 0.852
H -1.878 2.069 -0.127
H -3.173 1.041 0.398


Most stable to least stable: arrangement i, arrangement ii


Arrangement i

14
Properties=species:S:1:pos:R:3 method="wB97M-V/def2-TZVPD" orbital_gap_ev=9.91 homo_energy_ev=-9.27 lumo_ev=0.634
H -1.731 -1.237 1.244
N -1.442 -1.399 2.254
C -0.341 -0.756 2.407
N 0.291 -0.004 1.312
C -0.016 0.067 -0.017
N -0.649 -0.953 -0.591
H -0.864 -0.556 -1.613
O 0.584 1.144 -0.613
C 0.640 0.928 -2.059
H 0.326 -0.539 3.246
H 1.172 0.525 1.691
H 1.098 0.034 -2.448
H 1.317 1.706 -2.321
H -0.384 1.041 -2.492


Arrangement ii

14
Properties=species:S:1:pos:R:3 method="wB97M-V/def2-TZVPD" smiles="C=CN/N=[N+](/C)[O-]" orbital_gap_ev=9.31 homo_energy_ev=-8.50 lumo_ev=0.811
C 2.801 0.500 0.692
C 1.820 -0.179 0.080
N 0.675 0.430 -0.443
N -0.559 -0.416 -0.223
N -1.515 0.315 0.179
C -2.759 -0.443 0.377
O -1.437 1.526 0.394
H 3.632 0.078 1.038
H 2.775 1.649 0.923
H 1.960 -1.269 -0.034
H 0.445 1.413 -0.111
H -3.367 0.455 0.407
H -2.890 -1.229 -0.365
H -2.703 -0.975 1.399


Arrangement iii

14
Properties=species:S:1:pos:R:3 method="wB97M-V/def2-TZVPD" orbital_gap_ev=9.04 homo_energy_ev=-8.56 lumo_ev=0.482
C 3.015 0.242 0.163
N 1.770 0.271 -0.480
N 1.119 -0.819 0.085
C -0.213 -0.786 -0.031
N -1.206 0.009 -0.352
C -1.348 1.371 0.247
O -2.426 -0.551 0.141
H 3.286 -0.542 1.093
H 3.775 1.059 0.038
H -0.728 -1.685 0.630
H -2.209 1.325 1.151
H -1.823 1.810 -0.654
H -0.347 1.757 0.302
H -3.049 -0.499 -0.734


Arrangement iv

14
Properties=species:S:1:pos:R:3 method="wB97M-V/def2-TZVPD" smiles="ON1C=NNCC1" orbital_gap_ev=8.94 homo_energy_ev=-8.12 lumo_ev=0.812
O 0.654 1.587 -1.071
N 0.066 1.317 0.336
C 1.180 0.488 0.825
N 1.267 -0.823 0.878
N 0.311 -1.586 0.351
C -0.650 -0.990 -0.406
C -1.128 0.321 0.095
H 0.787 2.681 -1.233
H 2.095 1.137 1.114
H 0.391 -2.563 0.679
H -1.350 -1.861 -0.511
H -0.222 -0.720 -1.274
H -1.765 0.651 -0.781
H -1.636 0.360 0.997


Most stable to least stable: arrangement i, arrangement ii, arrangement iv, arrangement iii


Arrangement i

14
Properties=species:S:1:pos:R:3 method="wB97M-V/def2-TZVPD" orbital_gap_ev=8.85 homo_energy_ev=-8.78 lumo_ev=0.064
C 0.955 -1.468 0.604
N 0.629 -0.451 -0.350
C -0.550 0.032 -0.427
N -1.727 -0.694 -0.219
C -0.416 1.554 -0.470
N 0.899 1.927 -0.074
O -1.278 2.374 -0.661
H 0.790 -2.488 0.275
H 0.369 -1.268 1.516
H 2.016 -1.323 0.847
H -2.539 -0.191 0.108
H -1.986 -1.294 -0.996
H 1.259 1.344 0.667
H 1.580 1.947 -0.819


Arrangement ii

14
Properties=species:S:1:pos:R:3 method="wB97M-V/def2-TZVPD" smiles="ON1C=NNCC1" orbital_gap_ev=9.20 homo_energy_ev=-8.44 lumo_ev=0.761
O 1.557 0.293 -1.363
N 1.099 0.552 0.090
C 1.033 -0.463 0.965
N -0.109 -1.089 1.305
N -1.194 -1.003 0.524
C -0.999 -0.179 -0.592
C -0.192 0.933 -0.261
H 2.509 0.644 -1.173
H 1.677 -0.497 1.956
H -2.144 -1.475 0.924
H -2.181 -0.040 -0.525
H -0.467 -0.855 -1.335
H 0.059 1.723 -1.029
H -0.647 1.455 0.513


Arrangement iii

14
Properties=species:S:1:pos:R:3 method="wB97M-V/def2-TZVPD" orbital_gap_ev="6.88 / 6.88" homo_energy_ev="-7.76 / -7.77" lumo_ev="-0.882 / -0.881"
N 0.603 0.832 -0.422
C 0.383 -0.522 -0.339
N -0.093 1.469 -1.321
N -0.209 0.753 1.503
C 0.167 -0.790 1.277
C 0.236 -1.407 -1.315
O -0.708 -1.630 1.616
H -0.990 1.095 -1.628
H 0.067 2.464 -1.390
H 0.284 1.289 2.211
H -1.218 0.876 1.482
H 1.184 -0.849 1.732
H 0.268 -1.145 -2.365
H 0.026 -2.433 -1.041


Arrangement iv

14
Properties=species:S:1:pos:R:3 method="wB97M-V/def2-TZVPD" smiles="C=N[C@H](N)C(N)=O" orbital_gap_ev=9.77 homo_energy_ev=-9.05 lumo_ev=0.723
C 1.528 0.970 -0.927
N 0.624 0.087 -1.066
C 0.290 -0.433 0.257
N 0.558 -1.802 0.556
C -1.156 -0.057 0.591
N -1.669 0.990 -0.108
O -1.715 -0.598 1.528
H 2.203 0.978 -0.061
H 1.650 1.774 -1.643
H 0.815 0.278 0.939
H -0.220 -2.265 1.005
H 1.028 -2.348 -0.145
H -1.321 1.170 -1.039
H -2.616 1.255 0.113


Most stable to least stable: arrangement iv, arrangement i, arrangement iii, arrangement ii


Arrangement i

14
Properties=species:S:1:pos:R:3 method="wB97M-V/def2-TZVPD" smiles="C/C=N/NC(N)=O" orbital_gap_ev=10.21 homo_energy_ev=-9.38 lumo_ev=0.827
C 0.501 -2.353 -0.246
C 0.567 -0.850 -0.390
N -0.157 -0.103 -1.176
N -0.028 1.309 -0.970
C -0.536 2.002 0.087
N -0.425 1.347 1.330
O -0.867 3.152 0.038
H -0.311 -2.969 -0.788
H 1.566 -2.714 -0.532
H 0.467 -2.511 0.797
H 1.398 -0.374 0.182
H -0.708 1.693 -1.758
H -0.695 2.017 2.044
H -0.771 0.355 1.385


Arrangement ii

14
Properties=species:S:1:pos:R:3 method="wB97M-V/def2-TZVPD" orbital_gap_ev=9.62 homo_energy_ev=-8.66 lumo_ev=0.966
C -0.970 0.582 -1.430
N -0.489 0.654 -0.068
C 1.777 0.222 -0.097
O 1.301 -1.064 -0.331
N 1.581 0.068 1.282
C 0.681 -1.006 0.956
N -0.659 -0.447 0.837
H -0.610 -0.339 -1.893
H -0.538 1.417 -1.996
H -2.063 0.633 -1.506
H -0.688 1.530 0.390
H 1.249 0.838 1.854
H 0.724 -1.935 1.531
H -1.296 -1.152 0.471


Arrangement iii

14
Properties=species:S:1:pos:R:3 method="wB97M-V/def2-TZVPD" smiles="[H]/N=C/NC(=O)NC" orbital_gap_ev=10.41 homo_energy_ev=-9.62 lumo_ev=0.786
H 0.751 0.213 -4.053
N 0.610 0.753 -3.202
C 0.635 -0.017 -2.193
N 0.462 0.505 -0.922
C 0.144 -0.314 0.160
O 0.182 -1.531 0.091
N -0.223 0.376 1.278
C -0.750 -0.300 2.442
H 0.777 -1.099 -2.182
H 0.250 1.493 -0.898
H -0.165 1.382 1.287
H -0.948 -1.336 2.161
H -1.688 0.168 2.757
H -0.039 -0.293 3.275


Most stable to least stable: arrangement iii, arrangement i, arrangement ii


Arrangement i

14
Properties=species:S:1:pos:R:3 method="wB97M-V/def2-TZVPD" orbital_gap_ev=8.22 homo_energy_ev=-8.42 lumo_ev=-0.204
C 0.313 0.293 0.542
N 1.030 -0.784 0.081
N 0.226 1.457 -0.212
C 2.284 -0.752 -0.410
C -2.334 -0.329 0.109
N -1.201 -0.661 0.532
O 2.817 -1.630 -1.061
H -0.534 -1.507 0.240
H 0.360 0.518 1.611
H 0.205 1.334 -1.214
H -0.354 2.204 0.137
H 2.841 0.183 -0.164
H -3.021 -1.043 -0.341
H -2.634 0.717 0.148


Arrangement ii

14
Properties=species:S:1:pos:R:3 method="wB97M-V/def2-TZVPD" orbital_gap_ev=9.81 homo_energy_ev=-9.52 lumo_ev=0.283
C -2.683 -0.397 -0.025
C -0.412 0.298 -0.031
C 2.983 -0.339 -0.085
H -3.094 -0.162 1.035
H -2.592 0.542 -0.792
H -3.201 -1.324 -0.625
H -0.239 2.023 -0.063
H 0.655 -1.407 -0.530
H 2.737 -1.528 -0.581
H 4.124 0.019 -0.373
N -0.949 1.441 -0.130
N 0.803 -0.256 0.250
N 1.954 0.379 0.171
O -1.298 -0.810 0.092


Arrangement iii

14
Properties=species:S:1:pos:R:3 method="wB97M-V/def2-TZVPD" orbital_gap_ev=9.99 homo_energy_ev=-9.18 lumo_ev=0.815
H 3.791 -0.680 -0.415
N 2.827 -1.000 -0.472
C 2.032 -0.041 -0.220
N 0.660 -0.259 -0.237
C -0.311 0.697 -0.002
O 0.251 1.904 0.243
N -1.571 0.583 0.010
C -2.231 -0.680 -0.240
H 2.307 0.986 0.024
H 0.376 -1.206 -0.446
H -0.497 2.502 0.397
H -1.984 -1.451 0.506
H -2.020 -1.091 -1.239
H -3.312 -0.515 -0.183


Most stable to least stable: arrangement iii, arrangement i, arrangement ii


Arrangement i

19
Properties=species:S:1:pos:R:3 method="wB97M-V/def2-TZVPD" orbital_gap_ev=9.89 homo_energy_ev=-8.91 lumo_ev=0.981
C -2.114 0.039 -0.111
C -1.773 0.735 1.163
O -0.648 -0.076 1.360
O -1.722 0.405 -1.228
H -0.227 1.077 -1.017
H -2.586 -0.943 0.004
H -2.514 0.598 1.960
H -1.535 1.799 1.008
C 1.576 -0.793 0.127
C 1.058 -1.389 -1.179
C 1.003 0.539 0.538
N 0.628 1.408 -0.417
H 0.485 2.356 -0.089
H 1.548 1.000 1.368
H 2.663 -0.664 0.084
H 1.357 -1.469 0.956
H 1.324 -0.761 -2.031
H -0.023 -1.490 -1.163
H 1.502 -2.372 -1.332


Arrangement ii

19
Properties=species:S:1:pos:R:3 method="wB97M-V/def2-TZVPD" smiles="CN(C)CCC(=O)O" orbital_gap_ev=10.06 homo_energy_ev=-9.54 lumo_ev=0.522
C 1.808 -0.816 1.065
N 1.194 -0.117 -0.105
C 2.420 0.241 -0.895
C 0.356 1.070 -0.002
C -0.953 0.892 0.601
C -1.757 -0.091 -0.078
O -3.007 -0.073 -0.098
O -1.075 -1.170 -0.627
H 1.374 -0.823 2.324
H 2.047 -1.772 0.557
H 2.859 -0.334 1.281
H 3.067 -0.621 -1.226
H 2.879 0.980 -0.091
H 2.292 0.912 -1.741
H 0.125 1.354 -1.000
H 1.116 1.970 0.273
H -1.241 0.490 1.582
H -1.468 1.835 0.695
H -0.005 -1.005 -0.264


Arrangement iii

19
Properties=species:S:1:pos:R:3 method="wB97M-V/def2-TZVPD" smiles="CNC(=O)CCCO" orbital_gap_ev=10.42 homo_energy_ev=-9.73 lumo_ev=0.691
C -0.096 2.605 0.584
N -0.228 1.436 1.428
C -0.404 0.139 0.915
O -0.549 -0.735 1.750
C -0.936 0.007 -0.538
C 0.377 0.026 -1.374
C 1.047 -1.318 -1.627
O 0.592 -2.393 -0.780
H 0.731 2.462 -0.119
H -0.971 2.938 -0.021
H 0.352 3.457 1.122
H -0.440 1.625 2.391
H -1.373 -0.992 -0.571
H -1.579 0.824 -0.804
H 1.112 0.760 -1.072
H 0.039 0.401 -2.366
H 2.129 -1.240 -1.422
H 0.774 -1.652 -2.614
H 0.330 -2.069 0.087


Arrangement iv

19
Properties=species:S:1:pos:R:3 method="wB97M-V/def2-TZVPD" orbital_gap_ev=3.56 homo_energy_ev=-7.94 lumo_ev=-4.376
C 2.778 -0.563 0.954
C 1.980 -0.171 -0.167
N 0.969 0.797 0.273
C -1.342 0.734 1.107
C -0.402 0.662 -0.015
C -0.984 0.613 -1.246
O -3.530 -0.643 -0.173
O 1.813 -0.623 -1.353
H -0.577 -2.486 0.850
H 3.614 -1.208 0.850
H 2.544 -0.036 1.891
H 1.167 1.015 1.274
H -2.322 0.266 0.600
H -1.199 0.221 2.101
H -1.548 1.865 1.252
H -0.010 -2.683 1.101
H -1.837 -0.047 -1.249
H -0.671 1.057 -2.213
H -4.395 -1.062 0.049


Most stable to least stable: arrangement iii, arrangement i, arrangement ii, arrangement iv


Arrangement i

19
Properties=species:S:1:pos:R:3 method="wB97M-V/def2-TZVPD" smiles="C=N[C@@H](C)[C@H](O)OC" orbital_gap_ev=9.99 homo_energy_ev=-9.18 lumo_ev=0.810
C -0.119 -1.976 -1.869
N -0.987 -1.235 -1.297
C -0.522 -0.418 -0.003
C 0.103 -1.331 1.038
C 0.330 0.712 -0.544
O 1.555 0.275 -1.069
O 0.651 1.544 0.695
C -0.440 2.211 1.296
H -0.416 -2.607 -2.721
H 0.938 -2.056 -1.561
H -1.474 -0.039 0.374
H -0.353 -2.326 1.015
H 1.182 -1.436 0.895
H -0.059 -0.919 2.038
H -0.197 1.339 -1.268
H 1.978 1.066 -1.437
H -1.267 2.388 0.597
H -0.807 1.627 2.147
H -0.097 3.180 1.674


Arrangement ii

19
Properties=species:S:1:pos:R:3 method="wB97M-V/def2-TZVPD" orbital_gap_ev=10.16 homo_energy_ev=-9.64 lumo_ev=0.516
C 1.986 0.017 0.813
C 0.760 -0.258 -0.049
C 1.143 -0.870 -1.398
N -0.011 0.939 -0.150
C -1.148 0.998 -0.689
O -1.724 0.037 -1.467
H 2.601 0.790 0.334
H 2.580 -0.883 0.941
H 1.692 0.383 1.783
H 0.057 -0.985 0.511
H 0.266 -1.226 -1.934
H 1.647 -0.121 -2.010
H 1.832 -1.700 -1.245
H -1.670 1.953 -0.651
H -2.584 0.316 -1.802
C -1.852 0.168 1.735
O -1.462 -0.979 1.670
H -2.840 0.472 1.358
H -1.273 0.950 2.251


Arrangement iii

19
Properties=species:S:1:pos:R:3 method="wB97M-V/def2-TZVPD" smiles="CC[C@@H](C)NC(=O)O" orbital_gap_ev=10.81 homo_energy_ev=-9.95 lumo_ev=0.859
C 0.504 2.828 1.350
C 0.652 1.927 0.094
C -0.220 0.664 0.218
C -1.666 0.874 -0.232
N 0.440 -0.417 -0.528
C 0.138 -1.702 -0.301
O -0.700 -2.136 0.453
O 0.919 -2.539 -1.064
H -0.248 2.434 2.028
H 0.326 3.867 1.119
H 1.407 2.755 1.908
H 0.179 2.511 -0.705
H 1.682 1.695 -0.158
H -0.185 0.399 1.273
H -1.789 1.774 -0.832
H -2.343 1.006 0.607
H -1.967 0.023 -0.814
H 1.147 -0.154 -1.186
H 0.702 -3.424 -0.723


Arrangement iv

19
Properties=species:S:1:pos:R:3 method="wB97M-V/def2-TZVPD" orbital_gap_ev=8.65 homo_energy_ev=-7.93 lumo_ev=0.722
C -1.422 -0.040 -1.874
C -0.647 -1.100 0.116
N 0.279 -1.809 -0.588
O -1.666 -0.564 -0.566
O -0.944 -1.536 1.334
H 0.733 -1.404 -1.391
H 0.887 -2.374 -0.015
H -0.629 0.712 -1.834
H -1.162 -0.838 -2.575
H -2.352 0.429 -2.183
C 1.825 0.515 1.169
C 0.340 0.623 0.940
C -0.235 1.811 0.745
H -0.689 -0.496 1.651
H 2.044 -0.054 2.077
H 2.317 -0.019 0.347
H 2.321 1.490 1.250
H 0.303 2.758 0.832
H -1.303 1.895 0.565


Most stable to least stable: arrangement iii, arrangement ii, arrangement i, arrangement iv


Arrangement i

19
Properties=species:S:1:pos:R:3 method="wB97M-V/def2-TZVPD" smiles="C=CCCC(N)=O.O" orbital_gap_ev=10.40 homo_energy_ev=-9.72 lumo_ev=0.684
C -0.997 -1.048 1.632
C 0.288 -0.887 1.507
C 0.918 -0.491 0.235
C 1.209 1.064 0.092
C 0.061 2.017 -0.514
N -1.212 1.639 -0.034
O 0.365 2.697 -1.510
H -1.577 -1.385 2.429
H -1.496 -0.495 0.843
H 1.057 -1.144 2.318
H 1.999 -0.963 0.149
H 0.334 -0.843 -0.591
H 1.350 1.256 1.167
H 2.110 1.271 -0.596
H -1.202 1.142 0.776
H -1.973 1.991 -0.520
O -0.320 -2.232 -2.307
H -1.122 -1.860 -2.135
H 0.207 -1.729 -2.941


Arrangement ii

19
Properties=species:S:1:pos:R:3 method="wB97M-V/def2-TZVPD" smiles="CC(=O)N(C)CCO" orbital_gap_ev=9.77 homo_energy_ev=-8.94 lumo_ev=0.821
C 2.507 0.765 0.497
C 1.387 0.825 -0.555
O 1.352 1.556 -1.517
N 0.339 -0.044 -0.252
C 0.537 -1.448 -0.607
C -1.053 0.388 -0.477
C -1.894 0.248 0.767
O -2.770 -0.920 0.847
H 3.449 0.597 0.004
H 2.214 0.216 1.391
H 2.372 1.719 1.061
H 0.307 -2.104 0.261
H -0.010 -1.798 -1.477
H 1.620 -1.597 -0.628
H -1.178 1.329 -1.005
H -1.542 -0.320 -1.172
H -1.458 0.201 1.762
H -2.598 1.094 0.732
H -3.581 -0.707 0.369


Most stable to least stable: arrangement ii, arrangement i


Arrangement i

19
Properties=species:S:1:pos:R:3 method="wB97M-V/def2-TZVPD" orbital_gap_ev=9.82 homo_energy_ev=-9.81 lumo_ev=0.013
C 1.260 1.371 0.118
C 1.448 -1.253 -0.092
C 0.261 -1.481 0.463
C -0.993 -1.681 -0.319
C 0.338 1.414 -1.095
N -0.939 1.672 -0.756
O 0.881 1.637 1.237
O 0.738 1.217 -2.222
H -0.975 0.945 2.348
H 2.321 1.236 -0.136
H -1.162 1.845 0.211
H -1.650 1.753 -1.463
H 1.573 -1.193 -1.164
H 2.357 -1.245 0.488
H 0.195 -1.678 1.525
H -1.706 0.651 2.402
H -1.337 -2.710 -0.211
H -0.833 -1.485 -1.376
H -1.776 -1.016 0.043


Arrangement ii

19
Properties=species:S:1:pos:R:3 method="wB97M-V/def2-TZVPD" orbital_gap_ev=4.65 homo_energy_ev=-8.71 lumo_ev=-4.057
O 0.724 0.965 -2.093
C 0.309 1.989 -1.281
N -0.847 1.703 -0.365
C -0.934 0.190 0.038
C 0.454 -0.641 -0.051
C 0.389 -1.987 0.650
C 0.741 -3.202 0.133
H -0.140 2.773 -1.886
H 1.124 2.469 -0.643
H -1.801 -0.310 -0.516
H -1.236 0.067 1.153
H 0.728 -0.780 -1.149
H 1.194 0.031 0.321
H -0.095 -1.739 1.569
H 1.286 -3.059 -0.752
H 0.385 -4.112 0.573
H -1.168 0.528 3.304
H -0.777 2.370 0.434
O -0.639 0.504 2.495


Most stable to least stable: arrangement i, arrangement ii